1.
78
Properties=species:S:1:pos:R:3:lowdin_charge:R:1 method="wB97M-V/def2-TZVPD" orbital_gap_ev=8.21 relative_energy_kj_mol=18.99 homo_ev=-8.23 smiles=CC1(C)CCCC(C)(C)N1O.CC1(C)CCCC(C)(C)N1O.O.O.O.O.O.O
C -1.82055 -6.87121 -0.25510 -0.0407
C -0.72969 -6.06316 -0.93815 -0.5242
C -0.86600 -6.20937 -2.45947 -0.0202
C -0.90992 -4.61102 -0.50698 -0.1403
C 0.33736 -3.76533 -0.72926 -0.1666
C 1.56503 -4.40474 -0.07261 -0.1331
C 1.81221 -5.82083 -0.56021 -0.5519
C 2.40377 -5.81063 -1.97886 -0.0191
C 2.80333 -6.46064 0.38278 -0.0468
N 0.56490 -6.53721 -0.43151 -0.1061
O 0.74676 -7.91113 -0.68398 -0.0205
H -1.86068 -6.68976 0.81716 0.0866
H -2.77893 -6.54370 -0.68093 0.0915
H -1.79426 -7.94246 -0.46059 0.0816
H -0.18668 -5.54804 -2.99165 0.0685
H -0.66295 -7.24781 -2.72766 0.0861
H -1.88776 -5.98679 -2.77631 0.0845
H -1.71058 -4.15116 -1.09703 0.1234
H -1.20279 -4.55330 0.54382 0.1222
H 0.55600 -3.64644 -1.79096 0.1037
H 0.19083 -2.79468 -0.25028 0.0897
H 1.47021 -4.42918 1.01544 0.1231
H 2.43196 -3.78879 -0.33006 0.1279
H 3.48370 -5.64772 -1.93660 0.0829
H 1.96928 -5.03948 -2.60787 0.0654
H 2.29848 -6.81287 -2.40371 0.0888
H 3.04937 -7.48913 0.11933 0.0825
H 2.45867 -6.43263 1.41891 0.0879
H 3.75988 -5.92398 0.36895 0.0902
H 0.39111 -8.33956 0.10161 0.1053
C 0.62974 6.98583 1.81990 -0.0379
C -0.16054 6.48623 0.61005 -0.5314
C -0.76866 7.70058 -0.09819 -0.0282
C 0.81164 5.77380 -0.31650 -0.1361
C 0.17312 4.72706 -1.22101 -0.1611
C -0.67261 3.73086 -0.45492 -0.1350
C -1.72348 4.41184 0.40871 -0.5111
C -2.92966 4.81092 -0.46579 -0.0258
C -2.20786 3.42716 1.47610 -0.0311
N -1.14621 5.54137 1.13867 -0.1048
O -2.13323 6.19361 1.90514 -0.0167
H 0.01316 7.64184 2.43260 0.0802
H 0.94135 6.14038 2.43598 0.0825
H 1.54868 7.49120 1.50951 0.0880
H 0.03176 8.34382 -0.45944 0.0883
H -1.34648 7.37092 -0.97093 0.0815
H -1.43313 8.30019 0.52553 0.0785
H 1.30079 6.50208 -0.96855 0.1219
H 1.60545 5.32951 0.28979 0.1112
H -0.44012 5.24253 -1.96549 0.1086
H 0.99017 4.23091 -1.74937 0.1192
H -0.07791 3.00434 0.09877 0.0968
H -1.21167 3.17009 -1.22766 0.1268
H -3.51646 3.94168 -0.76132 0.0895
H -2.64485 5.39867 -1.34246 0.0744
H -3.61775 5.44928 0.09896 0.0768
H -2.15177 2.38018 1.15314 0.0749
H -3.21867 3.61517 1.83031 0.0837
H -1.50471 3.49764 2.31187 0.0817
H -2.59161 6.81175 1.31347 0.0811
O -2.74398 -1.27952 0.66424 -0.0600
H -2.19284 -1.92075 0.20492 0.0079
H -2.20480 -0.48235 0.63994 -0.0032
O 1.19831 0.64859 -1.52472 -0.0805
H 0.31324 0.63123 -1.14064 0.0062
H 1.26656 -0.16828 -2.03075 0.0527
O 0.18328 1.18245 2.88121 -0.0385
H 0.67123 0.99242 3.69053 0.0815
H -0.74139 1.25308 3.15128 0.0695
O 2.22744 2.61495 1.39823 -0.0467
H 1.39015 2.23468 1.69043 -0.0004
H 2.48925 3.24289 2.07978 0.0593
O -0.02922 -0.09294 0.30805 -0.0794
H 0.00142 0.29725 1.19849 0.0267
H 0.78290 -0.61458 0.26960 0.0463
O 3.14347 0.08202 0.49597 -0.0837
H 3.04372 0.93805 0.94744 -0.0037
H 2.77069 0.26209 -0.37910 -0.0030

2.
79
Properties=species:S:1:pos:R:3:lowdin_charge:R:1 method="wB97M-V/def2-TZVPD" orbital_gap_ev=7.35 relative_energy_kj_mol=302.66 homo_ev=-7.88
N 12.09831 50.50072 42.05629 0.3104
H 12.00228 50.49847 43.08202 0.1514
H 11.99416 51.40432 41.72400 0.0720
H 11.26415 49.93127 41.69616 0.1567
H 12.99845 50.08123 41.75090 0.1374
O 11.99252 49.43177 39.29552 -0.4630
H 12.49534 49.16459 38.43052 -0.0264
C 6.93415 52.93382 39.88287 -0.1018
O 7.64598 51.63078 39.73798 -0.2231
C 8.93636 51.69611 40.25912 -0.2531
C 9.81064 52.11401 39.01203 -0.2356
N 11.14555 52.02983 39.32716 -0.1203
C 11.94276 52.64603 38.35335 -0.1878
C 13.49431 52.37358 38.78424 -0.1452
O 14.46404 53.15360 38.02288 -0.1663
C 14.54292 52.78387 36.60846 -0.0677
H 5.85612 53.13241 39.33265 0.1299
H 7.57479 53.74491 39.53122 0.0518
H 6.66157 53.28893 40.95369 0.0906
H 9.04289 50.72965 40.71772 0.0878
H 9.00246 52.34280 41.27312 0.1484
H 9.39681 53.07779 38.73856 0.1075
H 9.33131 51.46160 38.23935 0.1438
H 11.37972 51.08859 39.27587 -0.0056
H 11.82390 53.68410 38.21696 0.0949
H 11.54891 52.18829 37.35166 0.1502
H 13.59701 51.30906 38.61813 0.0822
H 13.66880 52.50097 39.78326 0.0709
H 13.84965 53.21654 35.98517 0.0580
H 14.47273 51.82789 36.33531 0.0427
H 15.30773 53.31876 36.20090 0.0609
C 15.97995 46.01014 41.22767 -0.0784
O 14.85633 46.29182 42.04056 -0.2132
C 13.91599 47.14346 41.40289 -0.2006
C 12.74886 46.21535 41.00953 -0.1312
N 11.45546 46.95835 40.66862 -0.0752
C 10.44493 46.03469 40.22364 -0.2513
C 9.19937 46.83373 40.11734 -0.1637
O 8.00086 45.96617 39.76147 -0.2005
C 6.87666 46.82311 39.56351 -0.1674
H 16.56953 45.60880 41.91537 0.0461
H 16.44809 47.02031 40.98693 0.1125
H 15.72832 45.54333 40.35518 0.0608
H 14.52712 47.77949 40.84300 0.0847
H 13.74996 47.76169 42.25563 0.0979
H 12.49877 45.59366 41.77159 0.0701
H 12.87019 45.42108 40.17398 0.1395
H 11.48566 47.82133 40.06833 0.0440
H 10.24189 45.20544 40.86660 0.1206
H 10.66046 45.60771 39.32614 0.0884
H 9.28763 47.44831 39.40605 0.0360
H 8.98830 47.30634 41.10357 0.1353
H 6.14163 46.08897 39.21985 0.0667
H 6.99621 47.74771 38.63438 0.1510
H 6.53249 47.46679 40.42674 0.0768
C 20.52129 47.02540 31.57614 -0.2228
O 20.53463 47.94125 32.46511 -0.1678
C 19.41657 48.07150 33.35919 -0.1718
C 18.23289 48.80842 32.67488 -0.2288
N 17.18337 49.06592 33.68236 -0.1135
C 16.26457 47.98711 33.98495 -0.2376
C 15.79114 48.08115 35.35678 -0.2789
O 15.07460 46.99027 35.71546 -0.1641
C 14.36679 46.86336 36.94939 -0.0450
H 19.77819 47.06147 31.05868 -0.0184
H 20.28603 45.93209 31.86578 0.1324
H 21.36389 46.97930 30.99090 0.0842
H 20.08033 48.89896 34.07303 0.1918
H 19.02918 47.12791 33.90056 0.1371
H 17.79495 48.13038 31.89049 0.1120
H 18.45673 49.87359 32.09073 0.1753
H 16.57098 49.72140 33.15589 0.1095
H 16.91587 47.10407 33.91605 0.1184
H 15.54257 48.12216 33.16803 0.1353
H 14.93663 48.96565 35.29823 0.1715
H 16.49231 48.33317 36.06091 0.0982
H 14.96952 47.20308 37.77778 0.0874
H 14.11150 45.88467 37.16400 0.0741
H 13.59233 47.45372 37.01454 0.0212

LUMO energy for every record listed, in sequence, given in eV: -0.02, -0.53.